DFT (ωB97M-V with the def2-TZVPD basis set) results for a structure of composition C28H29Cl2F5NO7S2Ti.

Results
Kohn-Sham gap: 7.25 eV
Calculated total energy: -4731.26426 hartree
Charge: +1

The geometry in XYZ format:
```
75
Properties=species:S:1:pos:R:3:forces:R:3
Ti 0.46051 0.38175 0.29995 -0.413 0.377 -0.403
C -3.42584 -0.67882 -2.06755 0.035 0.000 -0.004
C -3.62321 0.29403 -0.90738 -0.016 0.005 0.010
C -5.01743 0.92728 -0.94617 0.011 -0.004 -0.028
C -2.56423 1.37323 -0.85120 -0.078 -0.090 0.069
C -2.03642 1.76906 0.38601 0.012 -0.107 -0.170
C -1.11064 2.80982 0.47029 0.073 -0.050 -0.098
C -0.67292 3.47223 -0.68051 0.018 0.032 0.016
C 0.31120 4.60090 -0.58299 0.005 0.031 -0.008
C -1.20722 3.07507 -1.90088 0.026 0.004 0.016
C -2.13694 2.04841 -1.98651 -0.015 0.003 0.021
H -4.13725 -1.50224 -1.99620 -0.012 -0.003 -0.003
H -2.41770 -1.09955 -2.07060 0.003 -0.007 0.010
H -3.59389 -0.19338 -3.02985 0.002 0.006 -0.008
H -3.54218 -0.27681 0.02390 -0.020 0.020 0.014
H -5.13054 1.54285 -1.84035 -0.004 -0.002 -0.010
H -5.19002 1.56463 -0.07832 0.005 0.006 0.003
H -5.78950 0.15712 -0.96783 -0.004 -0.004 0.008
H -2.42152 1.30517 1.28836 0.084 0.046 0.042
H -0.75648 3.13781 1.44081 -0.037 0.020 -0.009
H 1.14204 4.34498 0.07439 -0.010 -0.007 0.003
H -0.16936 5.49062 -0.17183 0.001 0.001 0.002
H 0.71216 4.85868 -1.56162 0.003 -0.002 -0.006
H -0.88385 3.57542 -2.80519 -0.004 0.013 -0.002
H -2.52907 1.77472 -2.95811 -0.013 -0.001 -0.002
O 1.72788 1.84819 0.66690 0.107 0.050 -0.169
S 1.63599 1.79432 2.18296 0.219 0.100 0.252
O 1.52972 3.06175 2.80592 0.004 -0.025 -0.031
O 0.47685 0.86940 2.32559 -0.162 -0.117 0.227
C 3.09730 0.97685 2.74257 -0.060 0.243 0.065
C 4.01433 1.80753 3.36903 0.026 0.041 0.016
C 5.23417 1.30417 3.80119 -0.017 -0.049 -0.018
C 5.53825 -0.02858 3.59753 -0.044 0.045 -0.010
C 4.62212 -0.86347 2.96786 0.022 -0.014 0.005
C 3.39842 -0.37509 2.54415 0.023 -0.240 -0.029
S 2.31146 -1.60445 1.85105 0.148 0.011 0.082
O 1.21902 -1.82933 2.74324 0.046 -0.057 -0.014
O 3.10390 -2.69174 1.39698 0.000 -0.009 0.029
O 1.77928 -0.84706 0.58254 -0.266 -0.202 -0.165
H 3.76788 2.84866 3.51975 -0.008 0.002 -0.004
H 5.93777 1.96173 4.29162 0.008 0.002 0.006
H 6.48628 -0.43143 3.92571 0.008 0.002 0.000
H 4.85419 -1.90536 2.79865 -0.006 -0.006 -0.002
C -3.52186 -1.70097 2.99088 0.017 -0.017 0.021
C -2.48182 -2.59489 2.29395 -0.108 -0.131 -0.003
C -3.15962 -3.59961 1.34762 -0.034 -0.019 0.044
C -1.58472 -3.30765 3.31621 -0.034 -0.012 0.033
C -1.64666 -1.72266 1.47837 0.124 0.166 -0.182
N -1.02974 -1.00550 0.83005 0.114 -0.020 0.238
H -4.12973 -2.32996 3.64038 -0.010 -0.006 -0.009
H -4.17947 -1.21708 2.26820 0.006 0.011 -0.003
H -3.04142 -0.93914 3.60469 0.003 -0.005 0.008
H -3.80955 -4.24168 1.94159 0.002 -0.003 0.003
H -2.42466 -4.22531 0.84314 0.010 0.004 -0.005
H -3.76848 -3.09261 0.59879 -0.003 0.007 -0.006
H -2.22834 -3.90353 3.96340 0.008 -0.015 -0.010
H -1.02998 -2.59704 3.92517 -0.003 0.012 0.013
H -0.87142 -3.96706 2.82532 0.017 0.009 -0.011
F 1.47729 -2.15469 -6.17471 0.025 0.007 0.006
C 1.18807 -1.55479 -5.03072 -0.135 0.074 0.017
C 1.31798 -0.17747 -4.91803 -0.152 -0.019 -0.007
F 1.74273 0.53678 -5.95281 0.024 -0.022 0.020
C 1.02205 0.44729 -3.72107 -0.015 -0.165 -0.053
F 1.16882 1.76401 -3.60289 0.014 0.018 -0.010
C 0.60484 -0.29908 -2.62394 0.096 0.219 -0.226
O 0.36321 0.32196 -1.45554 0.131 -0.239 0.363
C 0.47825 -1.67576 -2.74774 -0.037 0.024 0.101
F 0.06556 -2.38715 -1.69350 0.044 0.032 -0.081
C 0.76369 -2.30513 -3.94512 -0.005 0.024 -0.032
F 0.63696 -3.62115 -4.05168 0.003 -0.002 -0.003
Cl 3.77807 0.64515 -1.53317 0.131 0.058 -0.046
C 4.73351 0.26490 -2.98430 -0.111 0.005 0.040
Cl 4.18664 -1.23285 -3.74309 0.192 -0.061 0.046
H 5.76926 0.14955 -2.69008 -0.017 -0.013 0.017
H 4.60605 1.07408 -3.69322 0.005 0.017 0.016
```
Forces are in eV/Å.

DFT (ωB97M-V with the def2-TZVPD basis set) results for a structure of composition C28H29Cl5N7O3SZn.

Results
Kohn-Sham gap: 8.40 eV
Calculated total energy: -6171.81132 hartree
Charge: +1

The geometry in XYZ format:
```
74
Properties=species:S:1:pos:R:3:forces:R:3
Zn -0.82536 1.80754 -0.25597 0.393 0.031 0.048
Cl 0.75629 4.78670 0.14972 -0.083 -0.027 0.006
C -0.96634 4.74966 0.45621 0.256 0.073 0.091
C -1.63205 3.55289 0.28308 -0.460 -0.444 -0.040
C -2.97131 3.54539 0.66005 -0.181 0.005 -0.063
Cl -3.87535 2.04764 0.51778 0.182 0.157 -0.003
C -3.63899 4.66409 1.15138 -0.019 -0.017 0.001
Cl -5.29464 4.58769 1.61392 0.083 0.009 -0.035
C -2.93476 5.86261 1.27218 -0.039 -0.032 0.008
Cl -3.72460 7.26833 1.86252 0.029 -0.020 -0.016
C -1.58553 5.90585 0.92888 0.080 0.053 -0.012
Cl -0.70299 7.37166 1.10911 0.001 -0.020 -0.003
C 1.97186 -5.47324 -3.82805 -0.027 0.002 0.017
C 0.82695 -5.41425 -2.85267 0.003 -0.001 -0.008
C 0.93535 -4.73973 -1.64425 0.005 0.026 0.037
C -0.10797 -4.70143 -0.72722 0.069 -0.019 0.009
C -1.30605 -5.33335 -1.02322 -0.131 0.021 0.008
N -2.42968 -5.33289 -0.15367 -0.036 -0.042 -0.012
C -2.70732 -4.53001 0.92251 0.129 -0.024 -0.118
O -3.35612 -4.90805 1.87032 -0.024 -0.017 0.023
N -2.18812 -3.22947 0.90447 -0.062 0.093 0.022
C -2.14139 -2.31111 -0.14785 0.031 -0.123 0.089
C -2.54143 -2.55690 -1.45935 -0.065 -0.033 0.026
C -2.41770 -1.54957 -2.39886 0.001 0.002 -0.031
C -1.90767 -0.32117 -2.02753 0.051 -0.056 0.015
N -1.54453 -0.07996 -0.76583 -0.099 0.153 0.101
C -1.66208 -1.04097 0.14802 0.029 0.137 -0.033
C -1.43327 -6.01686 -2.22894 0.036 0.033 -0.069
C -0.37802 -6.05977 -3.12262 -0.021 -0.014 -0.018
H 2.76416 -4.77940 -3.55012 -0.004 0.002 0.008
H 1.64442 -5.22608 -4.83834 -0.011 -0.001 0.003
H 2.40321 -6.47502 -3.86182 -0.002 -0.005 0.004
H 1.86455 -4.23781 -1.40014 -0.002 -0.005 0.004
H 0.02275 -4.19004 0.21606 -0.001 -0.007 -0.008
H -2.96302 -6.18995 -0.12054 0.063 0.006 0.041
H -2.27755 -2.82206 1.82449 -0.070 0.023 -0.050
H -2.96092 -3.51014 -1.74076 0.014 -0.024 0.002
H -2.72372 -1.71666 -3.42179 0.000 -0.007 0.006
H -1.78126 0.48345 -2.73986 -0.002 0.013 0.017
H -1.36926 -0.77743 1.15874 0.027 -0.010 -0.019
H -2.36735 -6.51219 -2.46754 0.005 0.001 0.004
H -0.49790 -6.59970 -4.05457 0.002 -0.003 0.007
O 2.17867 0.94168 1.96899 -0.010 -0.055 0.093
C 1.03200 1.30973 2.26657 0.062 0.213 -0.140
O -0.02233 1.23597 1.59342 -0.060 -0.352 -0.138
C 0.85320 1.97187 3.64494 0.034 0.077 0.167
N 2.22167 1.91752 4.29629 -0.185 -0.043 -0.075
C 2.14084 1.00179 5.48985 0.003 0.033 -0.011
C 0.89848 0.16717 5.21634 -0.009 0.019 -0.022
C -0.05537 1.18238 4.58296 0.043 0.013 0.039
H 0.54518 3.00405 3.49032 0.015 0.020 0.028
H 2.59774 2.83280 4.52561 -0.023 0.001 -0.007
H 2.77258 1.49449 3.51046 0.109 -0.019 -0.023
H 2.01151 1.62174 6.37483 0.008 0.013 0.004
H 3.06844 0.44290 5.57556 0.000 -0.017 -0.004
H 0.51027 -0.27498 6.13062 -0.009 -0.008 -0.003
H 1.12992 -0.63919 4.51788 -0.002 0.004 0.000
H -0.47627 1.83437 5.34966 -0.007 0.014 -0.018
H -0.87772 0.73963 4.02712 0.001 -0.025 0.008
C 3.71712 4.61420 -3.48736 0.014 -0.016 0.023
C 2.47220 3.85073 -3.93551 -0.033 0.008 0.039
C 2.06533 2.77820 -2.97762 0.037 0.084 -0.070
N 0.90405 2.68988 -2.44738 -0.044 -0.272 0.169
N 0.78782 1.61234 -1.58298 -0.049 0.545 -0.067
C 1.88149 0.89935 -1.49849 -0.133 -0.086 0.118
N 1.97593 -0.23491 -0.77122 -0.024 -0.089 -0.167
S 3.16495 1.51785 -2.45820 0.089 0.010 -0.124
H 3.97076 5.38146 -4.21651 -0.008 0.002 -0.005
H 4.58155 3.95468 -3.38962 -0.003 0.000 -0.010
H 3.55188 5.10091 -2.52594 -0.011 -0.010 0.004
H 2.63413 3.40878 -4.92088 0.010 -0.018 -0.004
H 1.61595 4.52014 -4.01515 0.000 -0.001 -0.029
H 1.27576 -0.34075 -0.05243 0.051 0.042 0.101
H 2.89699 -0.53500 -0.50009 -0.012 0.026 0.068
```
Forces are in eV/Å.

The records above yield relative energy (zero: lowest compared OMol25 entry of this formula, charge and spin) values of 13.5 17.3 kJ/mol, respectively.
The records above yield largest force on an atom values of 0.69 0.64 eV/A, respectively.
The records above yield E_HOMO values of -11.8 -10.7 eV, respectively.